Entry 1:
This record from the Open Molecules 2025 dataset describes a 2-piece molecular cluster, C4H12NOS overall. The level of theory is the ωB97M-V functional and the def2-TZVPD basis.

Cartesian coordinates (Å):
H1 -1.650 -3.363 0.928
O1 -2.228 -4.126 1.149
H2 1.173 -0.773 -0.833
H3 1.359 3.558 -1.204
S1 -0.822 -1.323 0.364
H4 2.241 3.877 0.357
C1 -0.156 1.351 -1.575
H5 -0.647 2.329 -1.674
H6 -0.325 1.395 0.551
H7 0.644 1.340 -2.318
H8 -3.054 -3.922 0.678
C2 1.437 3.323 -0.131
C3 0.413 1.109 -0.188
C4 0.685 -0.379 0.060
H9 0.486 3.663 0.309
N1 1.619 1.904 0.130
H10 -0.929 0.612 -1.764
H11 1.389 -0.391 0.904
H12 2.350 1.595 -0.498

Forces on atoms 1 to 6 (eV/Å):
0.09 -0.12 0.08
-0.53 0.13 -0.33
0.35 -0.12 -0.05
0.23 0.21 0.12
-0.37 0.01 0.06
0.03 0.16 -0.27

* maximum force: 0.69 eV/A
* ΔE to the lowest compared entry with this formula, charge and spin: 0.361 eV
* molecular weight: 122.2 g mol⁻¹
* HOMO level: -2.717 eV
* charge: -1
* calculated total energy: -18716.3938 eV
* E_LUMO: 3.61 eV

natural (NBO) population analysis, charges in e, atoms 1 to 4:
1. H 0.51
2. O -0.99
3. H 0.17
4. H 0.16

Entry 2:
This record from the Open Molecules 2025 dataset describes C6H14N2 as an isolated structure at a distorted geometry. The level of theory is the ωB97M-V functional and the def2-TZVPD basis.

Cartesian coordinates (Å):
H1 -0.947 1.184 -1.628
C1 -0.209 0.894 -0.873
C2 1.157 1.519 -1.062
H2 0.024 -0.881 1.676
C3 2.281 -0.476 -2.245
N1 -1.705 -1.962 2.307
H3 -1.194 -2.322 3.091
C4 -0.822 1.121 0.526
H4 1.226 2.510 -1.491
H5 3.214 1.015 -0.965
H6 0.007 1.219 1.226
H7 -1.313 2.070 0.498
H8 -0.865 -1.800 0.484
N2 -1.717 0.097 1.057
H9 3.208 -0.916 -2.566
H10 -2.135 -2.733 1.820
H11 -2.371 -0.145 0.325
H12 -0.032 -0.178 -0.987
H13 1.958 -0.673 -1.147
C5 -0.981 -1.131 1.346
H14 1.409 -0.556 -2.868
C6 2.219 0.680 -1.269

Forces on atoms 1 to 6 (eV/Å):
0.01 -0.01 -0.08
0.09 -0.58 -0.85
-0.88 -1.44 -0.20
0.02 0.10 0.29
-1.42 0.11 2.59
-0.38 0.16 -0.20

* maximum force: 4.74 eV/A
* ΔE to the lowest compared entry with this formula, charge and spin: 5.176 eV
* molecular weight: 114.2 g mol⁻¹
* HOMO level: -7.196 eV
* charge: 0
* calculated total energy: -9424.3083 eV
* E_LUMO: 0.71 eV

natural (NBO) population analysis, charges in e, atoms 1 to 4:
1. H 0.20
2. C -0.46
3. C -0.30
4. H 0.18

Entry 3:
This record from the Open Molecules 2025 dataset describes an isolated ion of composition C6H12N and charge +1 at a distorted geometry. The level of theory is the ωB97M-V functional and the def2-TZVPD basis.

Cartesian coordinates (Å):
C1 0.531 -0.023 1.653
H1 -0.098 0.686 2.159
C2 -1.421 0.665 -2.331
H2 1.198 -2.110 1.731
N1 0.663 -1.107 -0.495
H3 -0.904 0.450 -3.314
H4 -0.507 -1.602 2.556
C3 0.047 1.282 -0.386
H5 0.335 1.986 0.436
H6 1.035 -1.305 3.248
C4 0.367 0.001 0.144
H7 1.124 -1.845 -0.008
H8 1.479 0.568 1.790
C5 0.553 -1.398 2.288
H9 -2.384 1.055 -2.557
H10 -1.617 -0.318 -1.893
H11 -0.562 2.585 -2.000
C6 -0.583 1.591 -1.546
H12 0.745 -1.162 -1.476

Forces on atoms 1 to 6 (eV/Å):
1.89 0.40 -0.82
-1.07 0.04 -0.09
1.46 -1.78 -1.22
-1.04 -0.02 0.49
-0.15 1.22 0.47
-0.63 0.39 0.72

* maximum force: 2.61 eV/A
* ΔE to the lowest compared entry with this formula, charge and spin: 0.974 eV
* molecular weight: 98.2 g mol⁻¹
* HOMO level: -14.376 eV
* charge: +1
* structure (SMILES): C/C=C\C(=[NH2+])CC
* calculated total energy: -7899.0872 eV
* E_LUMO: -4.95 eV

natural (NBO) population analysis, charges in e, atoms 1 to 4:
1. C -0.48
2. H 0.26
3. C -0.69
4. H 0.20

Entry 4:
This record from the Open Molecules 2025 dataset describes one molecule with the formula CH3IN2O at a distorted geometry. The level of theory is the ωB97M-V functional and the def2-TZVPD basis.

Cartesian coordinates (Å):
H1 -0.328 -1.144 0.293
H2 1.700 -0.264 -0.936
C1 -0.859 0.697 0.004
I1 -2.979 -0.201 0.005
N1 -0.008 -0.284 -0.041
O1 -0.737 1.850 0.008
H3 1.783 -0.703 0.652
N2 1.427 0.049 0.014

Forces on atoms 1 to 6 (eV/Å):
-0.32 -1.58 0.25
0.38 0.42 0.75
-2.33 0.02 0.23
0.69 0.18 0.05
2.38 0.16 -0.17
0.22 1.85 -0.18

* maximum force: 2.39 eV/A
* ΔE to the lowest compared entry with this formula, charge and spin: 0.000 eV
* molecular weight: 186.0 g mol⁻¹
* HOMO level: -9.510 eV
* charge: 0
* structure (SMILES): NNC(=O)I
* calculated total energy: -14212.9674 eV
* E_LUMO: 0.19 eV

natural (NBO) population analysis, charges in e, atoms 1 to 4:
1. H 0.40
2. H 0.36
3. C 0.68
4. I -0.16

Entry 5:
This record from the Open Molecules 2025 dataset describes one molecule with the formula C3H4FNOS at a distorted geometry. The level of theory is the ωB97M-V functional and the def2-TZVPD basis.

Cartesian coordinates (Å):
F1 -1.369 -1.736 -0.613
C1 -0.983 0.597 0.062
S1 2.196 -1.446 -0.105
H1 -1.264 1.187 0.926
H2 -0.926 -1.328 1.272
N1 0.465 0.626 -0.190
H3 -1.595 0.771 -0.801
H4 2.171 1.256 -0.418
C2 0.752 -0.688 -0.039
O1 1.269 1.685 -0.359
C3 -0.716 -0.924 0.265

Forces on atoms 1 to 6 (eV/Å):
-0.14 -0.05 -0.41
1.24 -0.62 0.16
-0.12 -0.01 -0.02
-0.22 0.00 0.17
0.26 0.40 -0.34
-0.92 -1.56 0.11

* maximum force: 1.82 eV/A
* ΔE to the lowest compared entry with this formula, charge and spin: 2.633 eV
* molecular weight: 121.1 g mol⁻¹
* HOMO level: -8.763 eV
* charge: 0
* structure (SMILES): ON1C[C@@H](F)C1=S
* calculated total energy: -20263.4701 eV
* E_LUMO: 0.63 eV

natural (NBO) population analysis, charges in e, atoms 1 to 4:
1. F -0.33
2. C -0.24
3. S -0.16
4. H 0.21

Entry 6:
This record from the Open Molecules 2025 dataset describes a 4-piece molecular cluster, C3H14O3S2 overall at a distorted geometry. The level of theory is the ωB97M-V functional and the def2-TZVPD basis.

Cartesian coordinates (Å):
H1 1.094 3.788 2.012
O1 -1.693 2.076 2.720
H2 3.687 3.364 -2.336
C1 1.747 -2.274 1.889
H3 1.591 -1.954 2.921
S1 -2.373 -0.944 -1.089
H4 1.171 2.781 0.695
S2 -0.417 -1.274 -1.487
H5 2.826 -2.389 1.751
H6 -1.673 1.506 1.958
H7 0.925 -2.945 -0.605
H8 -0.943 2.632 2.394
H9 0.339 -0.742 1.392
C2 1.077 -1.357 0.864
H10 1.377 -3.296 1.810
O2 0.655 3.112 1.455
C3 0.299 -2.182 -0.134
H11 1.761 -0.683 0.349
H12 2.360 3.800 -2.962
H13 -0.543 -2.748 0.272
H14 -2.540 0.245 -0.414
O3 2.778 3.108 -2.459

Forces on atoms 1 to 6 (eV/Å):
0.14 -0.81 -1.12
1.07 0.89 -0.48
0.44 0.23 -0.03
0.61 -0.25 0.18
-0.01 0.07 -0.11
-0.85 0.01 0.40

* maximum force: 1.48 eV/A
* ΔE to the lowest compared entry with this formula, charge and spin: 0.739 eV
* molecular weight: 162.3 g mol⁻¹
* HOMO level: -9.085 eV
* charge: 0
* structure (SMILES): CCCSS.O.O.O
* calculated total energy: -31150.7283 eV
* E_LUMO: 0.33 eV

natural (NBO) population analysis, charges in e, atoms 1 to 4:
1. H 0.49
2. O -0.95
3. H 0.47
4. C -0.61

Entry 7:
This record from the Open Molecules 2025 dataset describes C4H6N2P4 as an isolated structure at a distorted geometry. The level of theory is the ωB97M-V functional and the def2-TZVPD basis.

Cartesian coordinates (Å):
C1 1.823 -0.357 2.045
H1 2.260 -1.528 -1.600
P1 0.733 -1.544 1.683
N1 -2.072 2.051 0.033
P2 1.980 0.867 -1.330
C2 1.457 -0.738 -1.183
C3 -2.337 -0.244 -0.265
H2 -2.878 -1.221 -0.587
H3 2.102 0.388 1.316
P3 0.045 -1.506 -0.490
P4 -0.589 1.476 0.138
H4 3.197 0.498 -2.215
C4 -2.909 1.012 -0.198
H5 2.186 -0.277 3.067
N2 -0.964 -0.078 -0.148
H6 -4.034 1.200 -0.266

Forces on atoms 1 to 6 (eV/Å):
-0.69 -0.35 -0.58
-2.14 1.61 0.97
0.22 -0.89 1.04
-0.48 -0.29 -0.01
1.36 -1.05 -1.56
3.06 -0.90 -1.52

* maximum force: 3.54 eV/A
* ΔE to the lowest compared entry with this formula, charge and spin: 0.870 eV
* molecular weight: 206.0 g mol⁻¹
* HOMO level: -8.532 eV
* charge: 0
* calculated total energy: -44377.4032 eV
* E_LUMO: -0.89 eV

natural (NBO) population analysis, charges in e, atoms 1 to 4:
1. C -0.82
2. H 0.28
3. P 0.44
4. N -0.83

Entry 8:
This record from the Open Molecules 2025 dataset describes C16H21BCl4FeN4O2S as an isolated structure. The level of theory is the ωB97M-V functional and the def2-TZVPD basis.

Cartesian coordinates (Å):
O1 1.988 0.575 1.411
C1 -2.756 -1.078 0.190
C2 -1.727 -0.350 2.340
N1 -0.484 1.514 1.378
H1 5.788 0.171 4.456
H2 3.297 1.482 -3.821
H3 -1.258 3.312 -1.362
H4 -2.558 1.548 1.705
C3 2.308 0.431 -2.157
Fe1 0.333 -0.137 0.140
B1 3.405 0.423 -3.251
C4 -0.599 2.762 0.612
C5 -0.801 -3.617 -3.037
H5 4.452 0.283 -2.671
C6 -1.662 1.162 2.187
H6 -2.590 2.882 -0.316
H7 -3.739 -0.033 -1.397
H8 0.341 1.586 1.969
H9 -0.909 -0.681 2.982
C7 2.019 -0.583 1.906
C8 4.977 -0.489 4.185
C9 -3.057 0.204 -0.581
H10 -1.608 1.638 3.168
N2 -1.552 -1.013 1.033
H11 3.806 -3.590 4.933
C10 3.854 -2.623 4.453
H12 -1.243 -1.964 1.212
H13 -3.558 0.947 0.034
H14 0.401 3.005 0.253
C11 3.008 -0.992 2.904
C12 4.873 -1.738 4.784
Cl1 0.609 -4.351 -3.779
C13 4.037 -0.116 3.244
H15 -0.929 3.585 1.252
N3 -0.001 -1.943 -1.202
Cl2 -1.822 -4.826 -2.244
S1 -1.579 0.973 -1.319
N4 1.463 0.403 -1.355
H16 -2.664 -0.656 2.812
H17 2.128 -2.924 3.223
Cl3 6.041 -2.204 5.964
H18 4.102 0.847 2.757
O2 1.117 -1.406 1.486
C14 2.921 -2.246 3.506
H19 -3.633 -1.332 0.794
Cl4 -1.740 -2.684 -4.213
H20 3.123 -0.522 -3.953
C15 -0.353 -2.676 -2.005
C16 -1.562 2.628 -0.571
H21 -2.614 -1.898 -0.513

Forces on atoms 1 to 6 (eV/Å):
0.05 -0.06 -0.04
-0.02 -0.06 0.02
-0.01 -0.01 0.00
0.17 0.00 -0.04
0.00 0.00 0.00
0.05 0.01 -0.05

* maximum force: 0.34 eV/A
* ΔE to the lowest compared entry with this formula, charge and spin: 0.000 eV
* molecular weight: 541.9 g mol⁻¹
* HOMO level (alpha / beta): -11.792 / -11.772 eV
* charge: +1
* spin multiplicity: 6
* calculated total energy: -122970.9805 eV
* E_LUMO (alpha / beta): -2.67 / -4.78 eV
* <S²>: 8.760

natural (NBO) population analysis, charges in e, atoms 1 to 4:
1. O -0.71
2. C -0.24
3. C -0.24
4. N -0.67